A molecular structure, C30H31ClN9O3W at a distorted geometry. Source: the Open Molecules 2025 dataset; level of theory: ωB97M-V/def2-TZVPD.

The geometry in XYZ format:
```
75
Properties=species:S:1:pos:R:3
W 0.823 -0.620 0.394
N -0.279 3.723 0.252
C -0.271 2.445 0.559
N 0.378 1.531 -0.131
C 1.023 1.910 -1.314
N 1.476 1.005 -2.118
N 1.137 -0.252 -1.619
C 0.935 -1.186 -2.482
C 0.377 -2.425 -1.957
C 0.066 -3.513 -2.742
C -0.543 -4.611 -2.144
C -0.813 -4.574 -0.786
C -0.474 -3.446 -0.055
N 0.107 -2.387 -0.628
C 1.143 3.322 -1.627
C 1.882 3.791 -2.718
C 1.926 5.142 -2.979
C 1.227 6.043 -2.168
C 0.487 5.599 -1.091
C 0.458 4.236 -0.833
H -0.824 4.357 0.822
H -0.834 2.147 1.435
H 1.089 -0.994 -3.538
H 0.291 -3.496 -3.800
H -0.804 -5.480 -2.734
H -1.283 -5.409 -0.286
H -0.660 -3.375 1.007
H 2.406 3.085 -3.348
H 2.497 5.511 -3.820
H 1.263 7.102 -2.387
H -0.058 6.296 -0.466
C 0.951 -3.053 4.104
C 0.925 -1.714 3.454
O 0.489 -1.590 2.270
N 1.322 -0.654 4.129
C 1.327 0.683 3.551
C 2.518 0.956 2.671
C 3.660 1.517 3.211
C 4.755 1.774 2.403
C 4.664 1.483 1.053
C 3.499 0.923 0.578
N 2.436 0.650 1.362
H 0.203 -3.697 3.649
H 0.780 -2.990 5.178
H 1.935 -3.492 3.927
H 1.692 -0.792 5.059
H 1.292 1.403 4.366
H 0.405 0.800 2.980
H 3.686 1.758 4.266
H 5.658 2.202 2.818
H 5.482 1.674 0.373
H 3.405 0.678 -0.470
Cl 3.589 -2.086 1.864
C 2.586 -1.957 0.376
H 2.308 -2.980 0.144
H 3.273 -1.630 -0.406
O -5.408 -2.488 -3.834
C -5.814 -1.180 -3.488
N -5.298 -0.920 -2.164
C -4.032 -0.491 -1.993
O -3.289 -0.128 -2.885
C -3.489 -0.482 -0.576
C -4.201 -0.476 0.613
C -3.500 -0.445 1.814
C -2.120 -0.451 1.794
N -1.422 -0.451 0.642
C -2.111 -0.447 -0.506
H -5.819 -2.732 -4.672
H -6.900 -1.092 -3.453
H -5.400 -0.433 -4.163
H -5.766 -1.374 -1.396
H -5.285 -0.475 0.621
H -4.017 -0.426 2.763
H -1.553 -0.467 2.713
H -1.564 -0.388 -1.437
```

Computed properties:
Spin multiplicity = 3
Orbital gap (spin up / spin down) = 0.276 / 0.252 Eh
ΔE to the lowest compared entry with this formula, charge and spin = 55.9 kJ/mol
Net charge = +3

Mulliken population analysis, charges in e, atoms 1 to 4:
1. W 1.21
2. N 0.14
3. C -0.57
4. N 0.22

=====

A molecular structure, C30H31N9OPtS. Source: the Open Molecules 2025 dataset; level of theory: ωB97M-V/def2-TZVPD.

The geometry in XYZ format:
```
73
Properties=species:S:1:pos:R:3
Pt -0.133 0.313 -0.678
C 1.883 -1.582 -2.250
N 0.442 -1.226 -2.348
C -0.485 -2.390 -2.337
C -1.362 -2.377 -1.127
N -1.350 -1.402 -0.245
C -2.327 -1.703 0.706
C -2.738 -1.009 1.842
C -3.760 -1.571 2.579
C -4.352 -2.791 2.208
C -3.944 -3.489 1.091
C -2.919 -2.913 0.348
N -2.274 -3.313 -0.822
C 2.502 -0.984 -1.031
N 1.834 -0.230 -0.186
C 2.735 0.172 0.803
C 2.559 0.979 1.924
C 3.672 1.203 2.709
C 4.920 0.637 2.399
C 5.099 -0.172 1.295
C 3.976 -0.387 0.505
N 3.786 -1.118 -0.667
H 1.998 -2.667 -2.222
H 2.409 -1.235 -3.141
H 0.301 -0.725 -3.217
H -1.103 -2.371 -3.237
H 0.082 -3.322 -2.370
H -2.267 -0.080 2.140
H -4.115 -1.067 3.467
H -5.150 -3.194 2.817
H -4.401 -4.430 0.814
H -2.457 -4.160 -1.341
H 1.593 1.398 2.176
H 3.586 1.828 3.587
H 5.765 0.841 3.042
H 6.061 -0.608 1.064
H 4.489 -1.658 -1.150
N -0.129 4.612 -2.028
C 1.195 4.674 -1.856
C 1.589 3.396 -1.382
N 0.525 2.616 -1.284
C -0.545 3.352 -1.675
C -1.823 2.782 -1.651
N -1.986 1.497 -1.238
C -3.284 1.230 -1.281
C -3.978 2.368 -1.743
N -3.049 3.307 -1.963
H -0.695 5.383 -2.363
H 1.775 5.562 -2.064
H 2.585 3.071 -1.123
H -3.696 0.276 -0.988
H -5.032 2.533 -1.912
H -3.254 4.240 -2.302
C -0.467 2.177 12.459
C -0.123 1.399 11.234
C 0.679 0.248 11.329
C 0.988 -0.493 10.217
C 0.455 -0.096 8.974
C -0.308 1.075 8.838
C -0.603 1.792 9.973
S 0.893 -0.976 7.572
C 0.582 -2.712 7.854
O 0.316 -0.513 6.314
H 0.372 2.207 13.153
H -1.298 1.690 12.979
H -0.772 3.193 12.219
H 1.068 -0.054 12.292
H 1.632 -1.358 10.309
H -0.681 1.384 7.872
H -1.221 2.676 9.894
H -0.499 -2.845 7.884
H 1.040 -3.002 8.797
H 1.036 -3.247 7.023
```

Computed properties:
Spin multiplicity = 5
Orbital gap (spin up / spin down) = 0.239 / 0.143 Eh
ΔE to the lowest compared entry with this formula, charge and spin = 0.0 kJ/mol
Net charge = +4

natural (NBO) population analysis, charges in e, atoms 1 to 4:
1. Pt 1.17
2. C -0.28
3. N -0.58
4. C -0.28

=====

A molecular structure, C30H32ClCoN3SSi2 at a distorted geometry. Source: the Open Molecules 2025 dataset; level of theory: ωB97M-V/def2-TZVPD.

The geometry in XYZ format:
```
70
Properties=species:S:1:pos:R:3
C -2.420 -1.054 4.562
C -2.832 -0.307 3.415
C -2.805 -1.171 2.289
H -3.161 0.725 3.373
C -2.361 -2.465 2.731
C -2.110 -2.389 4.129
H -1.776 -3.210 4.751
H -2.375 -0.682 5.579
H -3.086 -0.902 1.278
H -2.231 -3.326 2.098
Co -1.044 -1.027 3.117
Si -0.900 -0.903 -1.569
C -0.421 0.657 -2.578
C 0.864 0.905 -3.082
H 1.705 0.253 -2.834
C 1.123 2.029 -3.886
H 2.136 2.231 -4.243
C 0.100 2.927 -4.196
H 0.308 3.822 -4.800
C -1.184 2.682 -3.701
H -1.985 3.385 -3.932
C -1.425 1.583 -2.865
H -2.418 1.467 -2.425
C -0.131 -2.150 -2.783
C -0.834 -2.183 -3.995
H -1.780 -1.643 -4.083
C -0.287 -2.817 -5.112
H -0.828 -2.780 -6.052
C 0.952 -3.463 -4.994
H 1.381 -3.949 -5.862
C 1.635 -3.484 -3.777
H 2.588 -3.997 -3.675
C 1.099 -2.812 -2.680
H 1.686 -2.794 -1.755
H -2.379 -0.864 -1.452
Si 2.153 1.500 0.126
C 1.414 -0.229 0.117
C -0.037 -0.542 0.102
H -0.714 0.198 0.560
C -0.475 -1.936 0.210
H -1.529 -2.215 0.402
C 0.477 -2.943 0.484
H 0.149 -3.974 0.659
C 1.820 -2.599 0.582
H 2.548 -3.382 0.814
C 2.275 -1.280 0.395
H 3.350 -1.102 0.523
C 0.738 2.731 -0.029
C -0.444 2.623 0.710
H -0.578 1.848 1.460
C -1.505 3.514 0.517
H -2.454 3.342 1.034
C -1.364 4.606 -0.336
H -2.179 5.334 -0.466
C -0.157 4.758 -1.028
H -0.043 5.597 -1.712
C 0.869 3.821 -0.894
H 1.775 3.936 -1.487
H 3.257 1.869 -0.712
Cl 2.875 1.737 2.061
N -0.062 0.763 3.585
N 0.823 0.532 4.698
C 1.565 -0.574 4.568
N 2.582 -0.801 5.419
S 1.013 -1.717 3.448
H 0.488 1.190 2.821
H -0.756 1.456 3.902
H 1.257 1.349 5.125
H 3.166 -1.616 5.286
H 2.905 -0.091 6.063
```

Computed properties:
Spin multiplicity = 4
Orbital gap (spin up / spin down) = 0.208 / 0.247 Eh
ΔE to the lowest compared entry with this formula, charge and spin = 0.0 kJ/mol

natural (NBO) population analysis, charges in e, atoms 1 to 4:
1. C -0.40
2. C -0.37
3. C -0.39
4. H 0.21

=====

A molecular structure, C30H32ClErN3SSi2 at a distorted geometry. Source: the Open Molecules 2025 dataset; level of theory: ωB97M-V/def2-TZVPD.

The geometry in XYZ format:
```
70
Properties=species:S:1:pos:R:3
C 0.892 -1.498 0.416
C -0.280 -2.098 -0.139
C -0.009 -2.388 -1.516
H -1.230 -2.275 0.382
C 1.323 -1.951 -1.809
C 1.880 -1.400 -0.615
H 2.895 -0.989 -0.543
H 1.088 -1.257 1.462
H -0.681 -2.936 -2.192
H 1.841 -2.087 -2.771
Er -0.048 0.100 -1.337
Si -3.519 -0.814 -5.949
C -5.458 -0.545 -6.071
C -5.988 0.666 -6.594
H -5.315 1.527 -6.797
C -7.365 0.851 -6.838
H -7.715 1.794 -7.279
C -8.272 -0.165 -6.523
H -9.334 -0.031 -6.770
C -7.779 -1.297 -5.870
H -8.486 -2.052 -5.541
C -6.408 -1.469 -5.608
H -6.065 -2.303 -5.005
C -3.080 0.127 -7.481
C -3.834 -0.175 -8.631
H -4.758 -0.739 -8.550
C -3.380 0.188 -9.899
H -3.940 -0.106 -10.768
C -2.187 0.890 -10.054
H -1.765 1.091 -11.037
C -1.523 1.331 -8.898
H -0.610 1.907 -9.001
C -1.989 1.006 -7.622
H -1.463 1.388 -6.740
H -3.195 -2.260 -5.848
Si -4.266 1.598 -3.879
C -2.361 1.101 -3.884
C -1.814 -0.227 -4.023
H -2.408 -1.167 -3.943
C -0.413 -0.458 -4.059
H -0.058 -1.468 -4.314
C 0.505 0.603 -4.007
H 1.582 0.433 -4.125
C -0.024 1.910 -3.922
H 0.650 2.760 -3.979
C -1.402 2.143 -3.816
H -1.723 3.180 -3.673
C -5.051 0.148 -2.975
C -4.492 -1.033 -2.434
H -3.454 -1.292 -2.616
C -5.160 -1.913 -1.598
H -4.628 -2.739 -1.124
C -6.521 -1.734 -1.369
H -7.083 -2.439 -0.750
C -7.148 -0.628 -1.941
H -8.227 -0.486 -1.824
C -6.424 0.317 -2.682
H -6.940 1.196 -3.051
H -4.581 2.938 -3.307
Cl -2.469 0.360 -0.725
N -0.194 1.020 0.997
N 0.994 1.590 1.584
C 1.826 2.251 0.713
N 2.741 3.030 1.325
S 1.719 2.148 -0.981
H -0.632 0.413 1.695
H -0.881 1.744 0.766
H 0.906 2.010 2.511
H 3.391 3.582 0.792
H 2.828 3.025 2.336
```

Computed properties:
Spin multiplicity = 4
Orbital gap (spin up / spin down) = 0.157 / 0.172 Eh
Net charge = +1

natural (NBO) population analysis, charges in e, atoms 1 to 4:
1. C -0.32
2. C -0.33
3. C -0.36
4. H 0.26

=====

Computed M, in the same sequence as the records: 784.93, 760.79, 617.23, 725.56 g/mol.
Computed energy, in the same sequence as the records: -65493.4302, -61115.8132, -112836.7959, -102826.2794 eV.